[1]
{
  "formula": "C4H10NS",
  "method": "wB97M-V/def2-TZVPD",
  "species": ["C", "S", "H", "H", "H", "H", "C", "C", "C", "N", "H", "H", "H", "H", "H", "H"],
  "xyz": [[-2.040258, 0.739368, 0.945798], [-1.857930, 1.585211, -0.726213], [-1.694589, -0.322948, 0.988520], [-1.493236, 1.329373, 1.654699], [-3.102669, 0.724704, 1.250059], [-0.859637, 2.395191, -0.371756], [1.414691, -1.342574, -0.381260], [0.583700, -2.397413, -0.491677], [1.536306, 1.099967, -0.220219], [0.950831, -0.011444, -0.511012], [2.477947, -1.309856, -0.144084], [-0.498701, -2.328581, -0.555603], [1.056623, -3.377271, -0.460543], [1.083118, 2.093166, -0.416617], [2.495112, 1.067693, 0.288085], [-0.051309, 0.055414, -0.848176]],
  "forces_ev_per_a": [[-0.54, -0.52, -0.45], [-0.27, -0.96, 0.71], [-0.07, 0.91, -0.37], [0.21, 0.18, 0.41], [0.54, 0.21, -0.38], [-0.18, 0.21, 0.13], [0.01, -0.25, 0.34], [1.42, 0.83, 0.30], [-0.11, -0.56, 0.09], [-1.77, 1.19, -0.10], [-0.19, -0.81, -0.27], [0.21, 0.10, -0.33], [-0.35, 0.13, 0.15], [0.14, -1.10, 0.06], [0.14, -0.06, -0.31], [0.83, 0.49, 0.02]],
  "charge": 1,
  "e_above_lowest_kcal_mol": 45.92,
  "max_force_ev_per_a": 2.13,
  "lumo_energy_ev": -5.48,
  "homo_lumo_gap_ev": 8.02,
  "homo_ev": -13.50
}

---

[2]
{
  "formula": "C4H7N3O",
  "method": "wB97M-V/def2-TZVPD",
  "species": ["C", "C", "C", "C", "H", "H", "H", "H", "H", "H", "H", "N", "N", "N", "O"],
  "xyz": [[1.173443, -0.171197, 0.064738], [0.441727, -1.475089, 0.117619], [-0.906664, -0.935953, -0.143824], [-0.883480, 0.541579, -0.082216], [3.109019, -0.718308, 0.893008], [2.963703, 0.958489, -0.591032], [1.157023, -2.306775, -0.375299], [-2.462931, -2.274636, 0.675529], [-1.382299, 2.337118, -0.648747], [-2.758063, 1.143455, 0.391347], [0.632225, 1.815626, 0.327645], [2.536512, -0.033270, -0.227310], [-1.760546, 1.499843, 0.108355], [0.307016, 0.916492, -0.190781], [-2.166686, -1.297367, -0.319031]],
  "forces_ev_per_a": [[-0.88, -2.02, -1.31], [2.23, 3.45, -2.45], [0.20, 4.20, 0.53], [-2.95, -7.16, 0.09], [-1.46, 3.26, -4.35], [-1.51, -3.20, 2.06], [-2.43, 1.56, 1.54], [0.74, 3.29, -3.24], [-3.02, -2.58, 2.83], [2.43, 1.67, -1.67], [-0.91, -1.90, -1.49], [2.94, -0.74, 2.95], [-2.91, 3.38, -1.12], [9.33, 2.51, 2.29], [-1.80, -5.72, 3.34]],
  "charge": 0,
  "e_above_lowest_kcal_mol": 211.45,
  "max_force_ev_per_a": 9.93,
  "lumo_energy_ev": 0.16,
  "homo_lumo_gap_ev": 6.01,
  "homo_ev": -5.85
}

---

[3]
{
  "formula": "C5H6S",
  "method": "wB97M-V/def2-TZVPD",
  "species": ["C", "C", "C", "C", "C", "H", "H", "H", "H", "H", "H", "S"],
  "xyz": [[1.775335, 0.128613, -0.615152], [0.622537, 0.896948, -0.158192], [-0.465521, 0.114495, 0.740110], [-1.652540, -0.477827, 0.110759], [-2.390275, -1.243344, -0.452778], [2.420975, 0.616470, -1.285592], [0.128774, 1.483945, -0.866436], [0.967059, 1.670405, 0.418649], [-0.757408, 0.761903, 1.593905], [0.120517, -0.741654, 1.192191], [-3.034395, -1.959811, -0.824993], [2.264947, -1.250148, 0.147528]],
  "forces_ev_per_a": [[0.30, -2.08, 2.19], [-2.95, -2.38, 0.77], [1.36, 0.22, 0.69], [0.89, -0.48, -0.61], [0.78, 1.17, 0.88], [0.76, 0.41, -1.17], [-0.84, 0.42, -1.95], [1.38, 1.83, 1.99], [0.13, -0.25, -0.60], [-0.79, 0.88, -0.36], [-0.94, -0.74, -0.63], [-0.08, 1.00, -1.21]],
  "charge": 0,
  "e_above_lowest_kcal_mol": 55.07,
  "max_force_ev_per_a": 3.86,
  "smiles": "C#CCCC=S",
  "lumo_energy_ev": -0.38,
  "homo_lumo_gap_ev": 8.45,
  "homo_ev": -8.83
}

---

[4]
{
  "formula": "C19H21ClN2O3S",
  "method": "wB97M-V/def2-TZVPD",
  "species": ["C", "H", "H", "H", "S", "O", "O", "N", "C", "C", "O", "N", "C", "C", "C", "C", "C", "C", "C", "C", "C", "H", "H", "H", "H", "H", "H", "H", "H", "H", "H", "H", "H", "C", "C", "C", "C", "C", "C", "C", "H", "H", "Cl", "H", "H", "H", "H"],
  "xyz": [[3.914478, 2.183714, 0.302731], [4.486612, 2.552504, -0.537570], [2.896196, 2.551958, 0.275511], [4.397571, 2.428669, 1.238388], [3.862017, 0.379165, 0.161088], [4.919863, -0.154880, 0.969023], [3.814002, 0.016805, -1.227077], [2.440301, -0.148241, 0.830186], [1.281236, -0.240155, -0.012230], [0.450488, 1.039628, -0.048368], [0.856194, 2.077053, 0.456145], [-0.748649, 0.960090, -0.653392], [-1.262685, -0.242663, -1.272428], [-2.350858, 0.006588, -2.288589], [-3.020800, -1.089997, -2.819012], [-3.999367, -0.921542, -3.779639], [-4.319982, 0.352048, -4.220733], [-3.663932, 1.446548, -3.690546], [-2.677002, 1.285533, -2.726705], [-1.972485, 2.461278, -2.117837], [-1.615815, 2.121148, -0.675661], [-1.079308, 2.937725, -0.190566], [-2.528757, 1.900290, -0.110205], [-2.606612, 3.347889, -2.152181], [-1.056273, 2.678547, -2.674300], [-3.915451, 2.442849, -4.024175], [-5.083344, 0.490342, -4.971260], [-4.511388, -1.781520, -4.183716], [-2.767428, -2.082140, -2.473706], [-0.444786, -0.760581, -1.784060], [-1.653063, -0.922602, -0.499730], [1.668807, -0.450133, -1.013104], [0.667168, -1.082020, 0.325597], [2.259897, 0.068607, 2.249719], [1.551877, -1.111801, 2.858961], [0.269493, -0.996782, 3.376748], [-0.386320, -2.100916, 3.894582], [0.248736, -3.331595, 3.883682], [1.527438, -3.467841, 3.363680], [2.171599, -2.356622, 2.853430], [3.164671, -2.442211, 2.439239], [2.008840, -4.433084, 3.362320], [-0.565562, -4.716332, 4.524192], [-1.381354, -2.009695, 4.301346], [-0.222811, -0.034954, 3.379702], [3.269296, 0.153595, 2.657133], [1.707252, 0.995736, 2.443388]],
  "forces_ev_per_a": [[-0.15, -0.76, -0.03], [0.18, -0.02, -0.15], [-0.08, 0.04, -0.03], [0.08, 0.02, 0.17], [0.23, 0.13, 0.00], [-0.01, 0.15, 0.25], [-0.26, 0.23, -0.14], [0.56, 0.38, -0.45], [0.05, 0.00, -0.24], [0.03, -0.07, 0.06], [0.11, 0.07, 0.13], [-0.27, 0.17, -0.20], [0.07, -0.54, 0.07], [-0.04, 0.06, -0.08], [0.03, 0.06, 0.03], [0.01, -0.10, -0.01], [-0.04, 0.06, -0.04], [0.00, -0.08, -0.02], [0.04, -0.01, -0.01], [0.02, -0.06, 0.20], [0.03, 0.49, -0.02], [-0.14, -0.15, -0.04], [0.04, 0.06, -0.01], [0.00, 0.01, -0.02], [0.01, 0.09, 0.05], [-0.04, 0.12, -0.03], [-0.08, 0.01, -0.06], [-0.05, -0.08, -0.03], [0.01, -0.14, 0.04], [-0.09, 0.00, 0.10], [0.05, 0.00, -0.13], [-0.35, -0.12, 0.00], [0.07, 0.04, -0.10], [0.04, 0.09, 0.43], [-0.05, 0.00, 0.02], [0.18, 0.02, -0.05], [-0.03, -0.17, 0.05], [0.04, 0.24, -0.08], [-0.01, -0.03, 0.02], [-0.12, 0.07, 0.05], [0.14, -0.06, -0.07], [0.03, -0.10, 0.01], [-0.09, -0.16, 0.07], [-0.08, -0.02, 0.04], [-0.05, 0.13, 0.00], [-0.15, 0.04, 0.20], [0.09, -0.11, 0.00]],
  "charge": 0,
  "e_above_lowest_kcal_mol": 11.45,
  "max_force_ev_per_a": 0.81,
  "smiles": "CS(=O)(=O)N(CC(=O)N1CCc2ccccc2C1)Cc1ccc(Cl)cc1",
  "lumo_energy_ev": 0.48,
  "homo_lumo_gap_ev": 9.69,
  "homo_ev": -9.21
}

---

Number 4 is which compound? C19H21ClN2O3S

---

What is the charge in the second record? 0

---

What did the second record say?
{
  "formula": "C4H7N3O",
  "method": "wB97M-V/def2-TZVPD",
  "species": ["C", "C", "C", "C", "H", "H", "H", "H", "H", "H", "H", "N", "N", "N", "O"],
  "xyz": [[1.173443, -0.171197, 0.064738], [0.441727, -1.475089, 0.117619], [-0.906664, -0.935953, -0.143824], [-0.883480, 0.541579, -0.082216], [3.109019, -0.718308, 0.893008], [2.963703, 0.958489, -0.591032], [1.157023, -2.306775, -0.375299], [-2.462931, -2.274636, 0.675529], [-1.382299, 2.337118, -0.648747], [-2.758063, 1.143455, 0.391347], [0.632225, 1.815626, 0.327645], [2.536512, -0.033270, -0.227310], [-1.760546, 1.499843, 0.108355], [0.307016, 0.916492, -0.190781], [-2.166686, -1.297367, -0.319031]],
  "forces_ev_per_a": [[-0.88, -2.02, -1.31], [2.23, 3.45, -2.45], [0.20, 4.20, 0.53], [-2.95, -7.16, 0.09], [-1.46, 3.26, -4.35], [-1.51, -3.20, 2.06], [-2.43, 1.56, 1.54], [0.74, 3.29, -3.24], [-3.02, -2.58, 2.83], [2.43, 1.67, -1.67], [-0.91, -1.90, -1.49], [2.94, -0.74, 2.95], [-2.91, 3.38, -1.12], [9.33, 2.51, 2.29], [-1.80, -5.72, 3.34]],
  "charge": 0,
  "e_above_lowest_kcal_mol": 211.45,
  "max_force_ev_per_a": 9.93,
  "lumo_energy_ev": 0.16,
  "homo_lumo_gap_ev": 6.01,
  "homo_ev": -5.85
}

---

Please write out number 1 again, unchanged.
{
  "formula": "C4H10NS",
  "method": "wB97M-V/def2-TZVPD",
  "species": ["C", "S", "H", "H", "H", "H", "C", "C", "C", "N", "H", "H", "H", "H", "H", "H"],
  "xyz": [[-2.040258, 0.739368, 0.945798], [-1.857930, 1.585211, -0.726213], [-1.694589, -0.322948, 0.988520], [-1.493236, 1.329373, 1.654699], [-3.102669, 0.724704, 1.250059], [-0.859637, 2.395191, -0.371756], [1.414691, -1.342574, -0.381260], [0.583700, -2.397413, -0.491677], [1.536306, 1.099967, -0.220219], [0.950831, -0.011444, -0.511012], [2.477947, -1.309856, -0.144084], [-0.498701, -2.328581, -0.555603], [1.056623, -3.377271, -0.460543], [1.083118, 2.093166, -0.416617], [2.495112, 1.067693, 0.288085], [-0.051309, 0.055414, -0.848176]],
  "forces_ev_per_a": [[-0.54, -0.52, -0.45], [-0.27, -0.96, 0.71], [-0.07, 0.91, -0.37], [0.21, 0.18, 0.41], [0.54, 0.21, -0.38], [-0.18, 0.21, 0.13], [0.01, -0.25, 0.34], [1.42, 0.83, 0.30], [-0.11, -0.56, 0.09], [-1.77, 1.19, -0.10], [-0.19, -0.81, -0.27], [0.21, 0.10, -0.33], [-0.35, 0.13, 0.15], [0.14, -1.10, 0.06], [0.14, -0.06, -0.31], [0.83, 0.49, 0.02]],
  "charge": 1,
  "e_above_lowest_kcal_mol": 45.92,
  "max_force_ev_per_a": 2.13,
  "lumo_energy_ev": -5.48,
  "homo_lumo_gap_ev": 8.02,
  "homo_ev": -13.50
}